Record 1
Here is C33H52AsHfI2N2OSb2Te as an isolated structure from OMol25. Energies are from wB97M-V/def2-TZVPD.

The geometry in ORCA input format:
```
! wB97M-V def2-TZVPD RIJCOSX def2/J DEFGRID3
* xyz 3 1
Hf 0.23 -0.28 0.19
I 0.79 -7.61 2.81
C 0.65 -5.78 1.87
C 1.13 -5.61 0.58
C 0.99 -4.39 -0.07
I 1.91 -4.14 -1.91
C 0.32 -3.34 0.55
O 0.04 -2.16 -0.11
C -0.04 -3.47 1.89
C -0.38 -2.24 2.70
N 0.62 -1.14 2.41
C 2.01 -1.64 2.64
C 2.97 -1.21 1.58
C 4.33 -1.44 1.74
C 5.21 -1.05 0.76
C 4.72 -0.39 -0.37
C 3.37 -0.19 -0.46
N 2.50 -0.60 0.49
C 0.12 -4.68 2.54
H 1.63 -6.43 0.07
H -0.34 -2.49 3.76
H -1.36 -1.84 2.49
H 0.45 -0.40 3.09
H 1.99 -2.73 2.66
H 2.36 -1.32 3.62
H 4.68 -1.94 2.64
H 6.27 -1.23 0.87
H 5.38 -0.04 -1.15
H 2.95 0.33 -1.31
H -0.16 -4.77 3.58
C -1.41 4.04 -2.07
Sb -1.64 2.16 -1.10
C -2.79 2.86 0.57
C -3.28 1.51 -2.37
C -3.31 0.13 -2.95
C -4.41 -0.69 -2.70
C -4.54 -1.93 -3.31
C -3.56 -2.37 -4.19
C -2.47 -1.56 -4.45
C -2.32 -0.32 -3.83
C -1.10 0.52 -4.10
Sb 0.56 -0.17 -2.92
C 1.15 -1.68 -4.29
C 1.98 1.32 -3.50
H -2.42 4.46 -2.11
H -1.02 3.92 -3.08
H -0.76 4.71 -1.51
H -3.85 2.72 0.35
H -2.59 3.92 0.71
H -2.54 2.34 1.50
H -3.27 2.26 -3.16
H -4.17 1.69 -1.76
H -5.20 -0.33 -2.05
H -5.42 -2.54 -3.12
H -3.67 -3.31 -4.71
H -1.72 -1.88 -5.17
H -1.26 1.59 -3.96
H -0.72 0.38 -5.11
H 1.00 -1.25 -5.28
H 0.55 -2.57 -4.17
H 2.20 -1.92 -4.15
H 1.78 1.57 -4.54
H 2.99 0.92 -3.43
H 1.90 2.22 -2.89
C -3.70 -0.51 2.36
Te -2.80 -0.66 0.44
C -3.11 -2.73 0.20
H -3.31 -1.28 3.02
H -4.76 -0.65 2.20
H -3.51 0.48 2.77
H -4.16 -2.85 -0.06
H -2.88 -3.25 1.13
H -2.47 -3.08 -0.61
C -0.71 2.12 3.49
C 0.03 3.11 2.59
As 1.22 2.23 1.34
C 1.67 3.57 -0.02
C 1.58 5.01 0.47
C 2.92 2.26 2.30
C 2.88 1.78 3.75
H -1.45 2.64 4.11
H -0.03 1.61 4.18
H -1.24 1.36 2.91
H 0.64 3.80 3.18
H -0.67 3.71 2.02
H 1.04 3.41 -0.89
H 2.69 3.32 -0.32
H 0.57 5.28 0.77
H 1.89 5.68 -0.32
H 2.24 5.19 1.32
H 3.22 3.31 2.27
H 3.64 1.71 1.70
H 2.17 2.35 4.35
H 3.85 1.91 4.21
H 2.62 0.72 3.83
*
```

Calculated values
Orbital gap (eV): 5.99



Record 2
Here is C33H52BCl2N5O6P2S2Ti as an isolated structure in a non-equilibrium geometry from OMol25. Energies are from wB97M-V/def2-TZVPD.

The geometry in ORCA input format:
```
! wB97M-V def2-TZVPD RIJCOSX def2/J DEFGRID3
* xyz -1 2
Ti 0.16 -0.74 -0.19
C -0.70 0.77 -3.88
C -0.44 1.90 -2.87
C -1.05 3.19 -3.41
C 1.09 2.08 -2.75
P -1.04 1.42 -1.16
C -0.45 2.89 -0.17
N 0.52 2.64 0.87
B 1.40 1.51 1.04
N 2.11 1.75 2.28
C 2.98 0.93 3.10
P 3.50 -0.65 2.29
C 5.21 -0.19 1.69
C 5.86 -1.44 1.08
C 4.89 0.79 0.55
C 6.21 0.48 2.63
C 3.59 -1.82 3.75
C 3.73 -3.23 3.13
C 4.68 -1.60 4.78
C 2.21 -1.75 4.44
C 1.56 2.89 2.87
C 1.84 3.49 4.09
C 1.14 4.65 4.44
C 0.21 5.21 3.58
C -0.07 4.61 2.34
C 0.60 3.45 2.00
C -2.91 1.63 -1.08
C -3.41 3.08 -1.06
C -3.37 0.96 0.22
C -3.56 0.90 -2.26
H -0.23 1.04 -4.83
H -0.29 -0.18 -3.55
H -1.76 0.61 -4.07
H -0.54 3.44 -4.35
H -2.11 3.08 -3.63
H -0.92 4.05 -2.74
H 1.50 2.12 -3.76
H 1.37 3.00 -2.23
H 1.57 1.24 -2.23
H -0.06 3.62 -0.88
H -1.33 3.34 0.28
H 3.87 1.51 3.36
H 2.46 0.70 4.02
H 5.16 -2.00 0.44
H 6.72 -1.15 0.47
H 6.22 -2.12 1.86
H 4.18 0.38 -0.17
H 4.47 1.73 0.93
H 5.82 1.04 0.01
H 6.56 -0.18 3.42
H 7.08 0.79 2.04
H 5.81 1.39 3.09
H 4.70 -3.37 2.66
H 3.63 -3.98 3.92
H 2.95 -3.41 2.38
H 5.67 -1.83 4.38
H 4.69 -0.57 5.16
H 4.51 -2.27 5.64
H 1.38 -1.70 3.72
H 2.08 -2.66 5.04
H 2.13 -0.90 5.12
H 2.57 3.06 4.76
H 1.35 5.13 5.39
H -0.31 6.11 3.86
H -0.79 5.05 1.66
H -3.30 3.54 -0.07
H -2.93 3.73 -1.79
H -4.48 3.07 -1.28
H -2.88 1.38 1.10
H -4.46 1.11 0.32
H -3.17 -0.11 0.22
H -3.47 1.46 -3.20
H -3.14 -0.10 -2.42
H -4.63 0.78 -2.04
O 1.14 -1.33 -1.93
Cl 2.15 -2.19 -1.15
O 2.39 -3.41 -1.86
O 1.31 -2.48 0.09
O 1.51 0.49 0.14
Cl -0.59 -0.39 2.06
N -8.33 -2.94 -3.35
C -6.94 -2.86 -3.49
C -6.18 -4.00 -3.72
C -4.80 -3.91 -3.89
C -4.17 -2.67 -3.82
C -4.93 -1.52 -3.60
C -6.30 -1.61 -3.43
S -2.43 -2.54 -4.04
O -1.98 -3.87 -4.35
O -2.23 -1.48 -5.00
N -1.89 -1.99 -2.65
C -1.82 -2.74 -1.55
S -2.16 -4.46 -1.40
C -1.93 -4.38 0.30
C -1.55 -3.14 0.66
N -1.45 -2.20 -0.37
H -8.67 -3.84 -3.07
H -8.75 -2.19 -2.84
H -6.67 -4.97 -3.77
H -4.20 -4.79 -4.06
H -4.44 -0.56 -3.57
H -6.88 -0.72 -3.26
H -2.03 -5.24 0.94
H -1.32 -2.82 1.66
*
```

Calculated values
Energy relative to the best compared isomer or geometry (same formula, charge and spin) (kJ/mol): 0.0
Orbital gap (alpha / beta) (eV): 7.65 / 7.72



Record 3
Here is C33H52BN5P2Sn as an isolated structure from OMol25. Energies are from wB97M-V/def2-TZVPD.

The geometry in ORCA input format:
```
! wB97M-V def2-TZVPD RIJCOSX def2/J DEFGRID3
* xyz 0 1
Sn 0.07 -0.19 -1.84
C 0.51 4.45 -2.35
C -0.01 4.59 -0.91
C -1.47 5.06 -0.97
C 0.83 5.66 -0.20
P 0.05 2.85 -0.21
C 1.87 2.75 0.15
N 2.39 1.40 0.13
B 1.83 0.20 -0.44
N 2.83 -0.81 -0.18
C 2.82 -2.21 -0.53
P 1.14 -2.69 -1.16
C 0.44 -3.66 0.28
C -1.01 -4.06 -0.01
C 0.45 -2.68 1.47
C 1.23 -4.91 0.69
C 1.50 -3.71 -2.68
C 2.23 -2.77 -3.65
C 2.35 -4.95 -2.46
C 0.16 -4.09 -3.33
C 3.91 -0.25 0.50
C 5.08 -0.81 0.96
C 5.99 0.02 1.63
C 5.72 1.37 1.81
C 4.54 1.94 1.34
C 3.63 1.12 0.69
C -0.66 2.85 1.53
C -2.18 2.68 1.42
C -0.11 1.59 2.22
C -0.34 4.07 2.39
H 0.47 5.42 -2.86
H -0.09 3.74 -2.93
H 1.55 4.11 -2.39
H -1.53 5.97 -1.56
H -1.86 5.28 0.02
H -2.11 4.31 -1.44
H 0.77 6.59 -0.77
H 1.88 5.39 -0.13
H 0.46 5.87 0.80
H 2.07 3.21 1.13
H 2.40 3.37 -0.59
H 3.06 -2.82 0.35
H 3.58 -2.44 -1.28
H -1.59 -3.21 -0.38
H -1.47 -4.41 0.91
H -1.06 -4.87 -0.73
H -0.12 -1.77 1.25
H 1.47 -2.39 1.75
H 0.00 -3.17 2.33
H 1.09 -5.73 -0.01
H 0.86 -5.25 1.66
H 2.30 -4.73 0.80
H 3.26 -2.57 -3.34
H 1.71 -1.81 -3.77
H 2.27 -3.25 -4.63
H 3.25 -4.74 -1.88
H 2.67 -5.35 -3.43
H 1.80 -5.74 -1.95
H -0.44 -3.20 -3.54
H -0.43 -4.76 -2.71
H 0.36 -4.59 -4.27
H 5.30 -1.86 0.82
H 6.91 -0.40 2.00
H 6.44 1.99 2.32
H 4.34 2.99 1.47
H -2.43 1.77 0.87
H -2.66 3.53 0.93
H -2.60 2.60 2.43
H -0.29 0.69 1.62
H -0.62 1.47 3.18
H 0.96 1.66 2.42
H -0.85 4.97 2.03
H 0.73 4.28 2.45
H -0.69 3.88 3.41
N -3.84 1.76 -1.72
N -2.78 1.70 -2.66
H -3.95 2.69 -1.32
H -3.58 1.13 -0.96
H -2.00 2.30 -2.40
H -3.13 1.96 -3.57
N -8.09 -2.35 3.81
C -7.15 -2.10 3.20
C -5.97 -1.77 2.44
C -4.72 -1.82 3.05
C -3.59 -1.50 2.32
C -3.69 -1.15 0.97
C -4.95 -1.11 0.37
C -6.09 -1.42 1.10
C -2.51 -0.82 0.23
C -1.51 -0.48 -0.37
H -4.64 -2.09 4.09
H -2.61 -1.53 2.79
H -5.04 -0.83 -0.67
H -7.06 -1.39 0.63
*
```

Calculated values
Orbital gap (eV): 7.39



Record 4
Here is a 14-piece molecular cluster, C33H52Cl27FNO2P overall in a non-equilibrium geometry from OMol25. Energies are from wB97M-V/def2-TZVPD.

The geometry in ORCA input format:
```
! wB97M-V def2-TZVPD RIJCOSX def2/J DEFGRID3
* xyz 0 1
C -2.71 1.42 -1.60
C -1.56 1.09 -1.04
C -0.50 0.24 -1.66
C -0.76 -1.14 -1.88
C -2.06 -1.74 -1.42
C -1.91 -2.41 -0.05
C -1.97 -1.42 1.10
F -2.99 -3.27 0.13
C 0.21 -1.98 -2.50
P 0.13 -3.76 -2.92
C -1.54 -4.51 -3.01
C -1.96 -5.27 -1.74
C 0.66 -3.93 -4.69
C 1.37 -5.27 -4.92
C 1.44 -1.37 -2.78
C 1.70 -0.02 -2.55
C 0.75 0.83 -2.01
C 1.14 2.28 -1.87
Cl 0.75 2.93 -0.24
C 0.70 3.23 -3.00
C -0.51 2.84 -3.84
C 3.10 0.27 -3.01
O 3.85 1.16 -2.73
N 3.43 -0.82 -3.82
C 2.71 -1.94 -3.33
O 3.16 -3.05 -3.31
H -2.89 1.31 -2.66
H -3.52 1.80 -0.99
H -1.35 1.41 -0.02
H -2.51 -2.41 -2.14
H -2.80 -0.96 -1.26
H -0.96 -2.95 0.01
H -1.05 -0.84 1.19
H -2.13 -1.98 2.02
H -2.83 -0.77 0.98
H -1.43 -5.28 -3.78
H -2.32 -3.86 -3.39
H -1.34 -4.99 -0.89
H -3.01 -5.13 -1.51
H -1.77 -6.33 -1.88
H -0.27 -3.94 -5.27
H 1.21 -3.07 -5.05
H 2.45 -5.17 -4.92
H 1.08 -5.97 -4.14
H 1.01 -5.71 -5.85
H 2.22 2.31 -1.88
H 0.59 4.24 -2.62
H 1.56 3.27 -3.68
H -1.43 3.07 -3.30
H -0.52 3.48 -4.72
H -0.48 1.82 -4.19
H 4.42 -0.94 -3.99
C -0.20 4.94 2.53
Cl -0.60 3.34 3.19
Cl -1.47 6.11 2.84
H 0.71 5.28 3.00
H -0.06 4.84 1.46
C 2.10 0.59 3.12
Cl 1.65 -0.17 1.60
Cl 2.55 -0.60 4.35
H 2.96 1.24 2.94
H 1.26 1.17 3.49
C -4.94 -2.29 -5.00
Cl -3.31 -1.63 -4.84
Cl -5.03 -3.98 -4.49
H -5.61 -1.71 -4.38
H -5.23 -2.23 -6.04
C 5.71 2.19 0.83
Cl 5.97 0.78 1.87
Cl 4.04 2.77 0.92
H 6.37 2.98 1.16
H 5.92 1.92 -0.20
C -4.02 2.16 4.19
Cl -3.46 1.73 2.57
Cl -5.47 1.25 4.66
H -3.24 1.93 4.91
H -4.26 3.21 4.20
C 3.84 -1.54 7.79
Cl 5.41 -0.74 7.93
Cl 3.89 -3.21 8.36
H 3.12 -0.99 8.39
H 3.54 -1.54 6.75
C 6.47 -2.06 -0.79
Cl 7.75 -1.46 -1.85
Cl 7.10 -2.75 0.71
H 5.82 -1.23 -0.53
H 5.92 -2.83 -1.31
C 0.71 7.91 6.15
Cl 1.30 7.55 4.52
Cl -0.75 7.00 6.55
H 1.48 7.65 6.86
H 0.48 8.97 6.20
C 0.74 9.70 0.93
Cl -1.00 9.82 1.20
Cl 1.34 8.06 1.19
H 0.96 9.99 -0.09
H 1.24 10.36 1.63
C -6.96 2.49 -1.22
Cl -5.65 2.71 -0.06
Cl -6.65 3.33 -2.74
H -7.06 1.43 -1.43
H -7.87 2.88 -0.79
C -4.20 0.72 8.12
Cl -2.78 1.34 7.26
Cl -3.75 -0.10 9.62
H -4.85 1.55 8.36
H -4.70 0.01 7.48
C 10.38 -4.06 1.81
Cl 9.96 -5.42 2.86
Cl 11.91 -4.33 0.96
H 9.59 -3.94 1.08
H 10.47 -3.17 2.42
C -7.85 -7.40 -4.18
Cl -6.65 -7.53 -2.89
Cl -7.38 -6.19 -5.38
H -7.93 -8.36 -4.67
H -8.79 -7.10 -3.74
*
```

Calculated values
Energy relative to the best compared isomer or geometry (same formula, charge and spin) (kJ/mol): 0.0
Orbital gap (eV): 7.49



What is the formula in the third record?
C33H52BN5P2Sn